Arrangement A

Molecular formula: C3H8NO
Method: DFT, ωB97M-V/def2-TZVPD

```
! wB97M-V def2-TZVPD RIJCOSX def2/J DEFGRID3
* xyz -1 1
C -0.37 0.35 -1.71
N 0.34 0.75 -0.51
C 0.78 -0.28 0.45
C -0.26 -0.47 1.63
O -1.01 0.61 1.85
H 0.21 -0.43 -2.22
H -0.31 1.18 -2.41
H -1.39 0.01 -1.52
H -0.17 1.48 -0.02
H 1.68 0.19 0.88
H 0.99 -1.13 -0.20
H 0.35 -0.87 2.48
H -0.85 -1.38 1.29
*
```

Results
* structure (SMILES): CNCC[O-]
* HOMO level: -2.2 eV
* LUMO level: 4.44 eV
* frontier orbital gap: 6.69 eV

=====

Arrangement B

Molecular formula: C3H8NO
Method: DFT, ωB97M-V/def2-TZVPD

```
! wB97M-V def2-TZVPD RIJCOSX def2/J DEFGRID3
* xyz -1 1
C -2.38 -0.22 0.53
O -1.97 -0.18 -0.81
H -2.02 -1.14 1.02
H -1.94 0.60 1.12
H -3.46 -0.14 0.61
C 2.32 -0.43 0.53
C 1.84 0.36 -0.48
N 0.58 0.55 -0.89
H 1.59 -0.94 1.17
H 3.29 -0.91 0.53
H 2.58 0.95 -1.03
H 0.56 1.35 -1.51
H -0.99 0.13 -0.78
*
```

Results
* HOMO level: -2.1 eV
* LUMO level: 4.36 eV
* frontier orbital gap: 6.48 eV

=====

It turns out arrangement B is the most stable, with the second structure 4.8 kcal/mol higher.

=====

Arrangement A

Molecular formula: C2H3BrO2P
Method: DFT, ωB97M-V/def2-TZVPD

```
! wB97M-V def2-TZVPD RIJCOSX def2/J DEFGRID3
* xyz -1 1
C 0.04 -1.27 0.81
C 0.57 -0.17 0.29
O -1.32 -0.09 -1.76
O 0.84 1.28 -2.05
P -0.09 0.51 -1.22
Br -1.02 2.81 1.15
H 0.39 -1.70 1.73
H -0.79 -1.75 0.31
H 1.38 0.39 0.74
*
```

Results
* HOMO level: -4.3 eV
* LUMO level: 3.33 eV
* frontier orbital gap: 7.67 eV

=====

Arrangement B

Molecular formula: C2H3BrO2P
Method: DFT, ωB97M-V/def2-TZVPD

```
! wB97M-V def2-TZVPD RIJCOSX def2/J DEFGRID3
* xyz -1 1
O 1.91 -0.26 -1.19
P 1.80 0.21 0.20
Br 1.47 -1.79 1.30
C -0.03 0.75 0.59
C -1.18 0.35 -0.06
O -1.36 -0.30 -1.17
H 0.05 0.98 1.63
H -2.14 0.76 0.18
H -0.53 -0.71 -1.47
*
```

Results
* structure (SMILES): [O-]P(Br)/C=C\O
* HOMO level: -3.4 eV
* LUMO level: 3.81 eV
* frontier orbital gap: 7.19 eV

=====

It turns out arrangement A is the most stable, with the second structure 35.2 kcal/mol higher.